ORCA calculation (the ωB97M-V functional and the def2-TZVPD basis) on 2 unconnected molecules or ions with the total composition C2H8N2O.

Geometry as XYZ:
```
13
Properties=species:S:1:pos:R:3:forces:R:3:mulliken_charge:R:1
C -1.185674 -1.086371 0.316972 0.4224 0.5362 0.0912 -0.25
O -0.544569 -1.702557 -0.635412 0.3173 0.1605 -0.1189 -0.66
H 0.763071 -1.009016 -0.773847 -0.2000 0.2552 0.1886 0.40
H -1.445426 -1.678074 1.213485 0.1203 0.1391 -0.0363 0.30
H -2.016381 -0.415433 0.021995 -0.0628 -0.1223 -0.0573 0.23
H -0.432554 -0.174662 0.774256 -0.3020 -0.3386 0.1721 0.03
N 0.127282 1.637616 -0.590829 -0.1707 -0.3081 0.2326 -0.39
C 0.761137 0.728275 0.234596 0.6607 0.0964 -0.8390 -0.30
N 1.480439 -0.236662 -0.374990 -0.5304 -0.2161 0.1991 -0.52
H -0.202763 1.245286 -1.463258 0.0673 -0.0012 -0.0061 0.27
H -0.547071 2.245801 -0.153575 -0.0008 -0.0374 0.0513 0.25
H 2.118834 -0.700283 0.259589 -0.0740 0.0424 0.0543 0.27
H 1.123674 1.146079 1.171018 -0.2473 -0.2062 0.0684 0.37
```
Positions in Å, forces in eV/Å.

Values from the calculation:
gap between HOMO and LUMO	9.6	eV
molecular weight	76.1	g mol⁻¹
electronic energy	-7229.198	eV
ΔE to the lowest compared entry with this formula, charge and spin	72.2	kcal/mol


ORCA calculation (the ωB97M-V functional and the def2-TZVPD basis) on a molecular structure, C52H54F6KN6O6S2Sb.

Geometry as XYZ:
```
128
Properties=species:S:1:pos:R:3:forces:R:3:mulliken_charge:R:1
K 0.866677 -0.933106 1.030515 -0.0535 -0.0976 0.0914 0.99
F -0.978242 -6.295553 -1.234786 0.0070 -0.0404 -0.0001 -0.24
C -1.066686 -4.966022 -1.136708 0.0281 0.0094 -0.0105 0.46
F -2.064863 -4.560252 -1.930848 -0.0306 0.0023 -0.0169 -0.21
F -1.360971 -4.645987 0.113201 0.0038 0.0039 0.0165 -0.18
S 0.515926 -4.184467 -1.683023 -0.0373 0.0759 0.1396 1.02
O 0.397279 -2.792481 -1.321191 -0.0234 -0.1428 -0.1172 -0.41
O 0.589550 -4.518596 -3.079907 -0.0371 0.0131 -0.0302 -0.83
N 1.630715 -4.955100 -0.908295 0.0047 -0.0096 -0.0348 -0.63
S 2.181021 -4.495937 0.509966 0.0630 -0.2552 -0.0158 1.34
O 1.204812 -3.943941 1.397911 -0.1570 0.1532 0.0721 -0.42
O 3.456868 -3.855745 0.405475 0.1901 0.0388 -0.0590 -0.71
C 2.546869 -6.179218 1.169171 -0.0177 0.0810 -0.0122 0.41
F 3.423413 -6.821066 0.391458 0.0196 -0.0312 -0.0155 -0.22
F 1.438068 -6.912979 1.250596 -0.0348 -0.0278 -0.0067 -0.23
F 3.072457 -6.068650 2.388265 0.0180 0.0156 0.0428 -0.21
C -0.588659 3.124152 -12.412065 -0.0014 -0.0041 0.0207 -0.84
O 0.212789 3.716138 -11.411256 0.0073 0.0089 -0.0075 -0.47
C 0.035221 3.283279 -10.128800 -0.0188 -0.0153 -0.0249 1.03
C 0.839461 3.883885 -9.165456 0.0210 0.0260 -0.0245 -0.79
C 0.729792 3.510037 -7.841575 -0.0048 -0.0091 0.0409 -0.45
C -0.185307 2.534341 -7.442476 0.0003 0.0071 0.0294 0.08
C -0.979186 1.941124 -8.415947 -0.0113 -0.0096 0.0065 -0.82
C -0.876314 2.303969 -9.750975 0.0077 0.0070 -0.0054 -0.41
C -0.335017 2.114618 -6.044639 -0.0195 0.0349 -0.0739 0.19
N -1.022288 1.071188 -5.648966 0.0197 -0.0220 0.0484 -0.85
C -0.895421 1.051988 -4.276656 -0.0511 -0.0666 0.0172 1.40
C -0.122879 2.102427 -3.847743 0.0572 0.1236 0.0572 -0.17
N 0.233574 2.779748 -4.991862 -0.0244 -0.0447 0.0701 -0.01
C 0.223002 2.336705 -2.477762 -0.0851 0.0073 -0.1022 0.70
C 0.983762 3.404889 -1.988797 0.0744 0.0642 0.0326 -0.46
C 1.291677 3.450450 -0.652796 -0.0164 -0.0459 -0.0754 -1.15
C 0.875808 2.392326 0.167759 -0.0403 0.0163 0.0505 -0.46
N 0.153379 1.391638 -0.283454 -0.0951 0.0857 0.1672 0.39
C -0.216492 1.372212 -1.561962 -0.1458 -0.2180 -0.0951 -0.87
C -1.115924 0.279832 -1.982247 0.1016 0.1071 0.2510 0.19
N -1.609077 -0.514081 -1.011931 0.0050 0.1737 -0.1351 0.16
C -2.463994 -1.455276 -1.347240 0.0881 -0.0100 -0.0716 -0.64
C -2.867564 -1.688957 -2.670280 0.0237 0.0085 0.0285 -0.75
C -2.351357 -0.901796 -3.669692 -0.0252 -0.0415 0.0108 -0.95
C -1.459017 0.121824 -3.331610 -0.0335 0.0065 -0.1355 0.74
H -0.304521 3.596984 -13.348360 0.0047 0.0044 -0.0014 0.24
H -1.652078 3.299272 -12.227646 -0.0039 0.0012 -0.0010 0.34
H -0.409742 2.047775 -12.482582 0.0008 -0.0043 0.0001 0.34
H 1.549247 4.638913 -9.476755 -0.0018 -0.0028 -0.0015 0.40
H 1.381960 3.982934 -7.116786 -0.0005 -0.0075 -0.0020 0.29
H -1.686467 1.182313 -8.109498 -0.0003 0.0001 0.0053 0.47
H -1.512667 1.820187 -10.477424 -0.0002 0.0002 -0.0083 0.37
H 0.762144 3.632017 -5.031357 0.0242 -0.0167 -0.0071 0.23
H 1.345197 4.178747 -2.657594 -0.0109 -0.0136 -0.0090 0.35
H 1.880601 4.258514 -0.242775 0.0041 -0.0067 0.0236 0.43
H 1.127221 2.347719 1.224417 0.0039 0.0169 0.0076 0.30
H -2.835820 -2.064867 -0.529443 -0.0325 -0.0096 -0.0186 0.45
H -3.565678 -2.485126 -2.889788 0.0033 -0.0046 0.0127 0.43
H -2.628811 -1.045931 -4.706476 0.0087 0.0104 -0.0020 0.53
O -2.238777 1.519399 1.540107 -0.1474 -0.0405 0.0104 -0.68
H -2.109236 0.832033 0.874440 0.0630 0.0287 -0.0150 0.19
H -1.547461 1.284972 2.200569 0.0600 0.0121 -0.0183 0.05
C -4.084683 -3.957761 4.809563 0.0046 0.0053 0.0346 -1.11
C -4.067051 -3.038340 3.594796 0.0451 0.0470 -0.0364 -0.91
Sb -2.349009 -1.642203 3.324496 0.0390 0.0415 -0.0020 0.27
C -1.183008 -2.280474 5.024762 -0.0387 -0.0027 -0.0014 0.34
C 0.122177 -2.947053 4.611288 0.0211 -0.0107 -0.0065 -1.20
C -3.382405 -0.024528 4.304590 -0.0125 0.0104 -0.0331 -0.26
C -3.939614 -0.345183 5.684865 0.0080 -0.0041 0.0045 -1.08
H -4.977224 -4.595610 4.837798 -0.0006 0.0023 -0.0043 0.36
H -4.058273 -3.390991 5.742613 0.0047 -0.0122 -0.0059 0.28
H -3.214376 -4.619085 4.816256 0.0002 0.0013 0.0072 0.28
H -4.945139 -2.383384 3.591097 -0.0293 -0.0461 0.0097 0.44
H -4.119367 -3.637406 2.680797 -0.0015 0.0164 -0.0063 0.42
H -1.780751 -2.938412 5.658379 0.0028 0.0155 0.0030 0.49
H -0.974553 -1.367916 5.584144 -0.0148 -0.0122 -0.0159 -0.74
H -0.043085 -3.844127 4.007025 0.0067 0.0059 0.0049 0.40
H 0.718033 -3.230083 5.484843 -0.0090 -0.0020 0.0006 0.36
H 0.721540 -2.251793 4.019162 0.0026 0.0013 0.0004 0.08
H -4.166131 0.297242 3.613923 -0.0093 0.0074 0.0243 0.60
H -2.658393 0.786328 4.368801 0.0287 -0.0232 -0.0268 -0.19
H -4.690561 -1.140749 5.656306 0.0083 0.0036 -0.0036 0.26
H -4.411296 0.538922 6.126242 0.0013 -0.0060 0.0066 0.42
H -3.142976 -0.654710 6.364945 -0.0118 -0.0040 0.0098 0.20
C 3.686530 -2.345243 -2.311215 0.0426 -0.0102 -0.0173 -0.39
N 3.170596 -1.511073 -3.439668 0.0319 0.0453 0.0319 0.42
C 2.597821 -2.339501 -4.523297 -0.0280 -0.0230 -0.0219 -0.77
C 2.208421 -0.430175 -2.961176 -0.1006 0.0825 -0.0924 -0.35
C 3.008606 0.636148 -2.269486 0.1491 0.0457 0.0955 0.64
C 3.505647 1.670847 -3.078917 -0.0032 -0.0747 -0.0570 -0.10
C 4.347793 2.627016 -2.538783 0.0063 -0.0042 0.0181 -0.88
C 4.676591 2.525437 -1.188040 0.0198 0.0086 -0.0178 -0.51
C 4.161382 1.493635 -0.413630 0.0098 0.0011 0.0129 -1.50
C 3.296095 0.485244 -0.896974 -0.0953 -0.0308 -0.1101 0.40
H 4.621952 -2.809501 -2.620196 -0.0098 0.0019 -0.0131 0.40
H 2.956051 -3.114563 -2.094884 -0.0084 0.0084 0.0139 0.17
H 3.821238 -1.697166 -1.442889 -0.0190 -0.0109 0.0041 0.23
H 3.960307 -0.977186 -3.802961 0.0055 -0.0077 0.0002 0.50
H 1.716400 -2.850226 -4.140954 0.0094 0.0008 0.0011 0.33
H 3.333509 -3.078746 -4.835725 -0.0007 -0.0044 0.0086 0.34
H 2.327997 -1.694546 -5.357419 0.0047 0.0072 -0.0001 0.35
H 1.472184 -0.919407 -2.324959 0.1326 -0.0401 0.0479 -0.47
H 1.716992 -0.065612 -3.868660 0.0001 -0.0061 0.0342 0.09
H 3.212638 1.739838 -4.128806 0.0000 -0.0021 0.0062 0.29
H 4.730174 3.438802 -3.147842 0.0061 0.0013 0.0014 0.40
H 5.333544 3.265761 -0.739704 -0.0010 0.0025 -0.0062 0.37
H 4.448436 1.478513 0.636290 -0.0162 -0.0063 0.0062 0.41
C 0.028529 0.489901 3.281632 0.1510 0.0173 -0.0278 -0.79
C -0.082803 1.028005 4.392197 -0.1124 0.0359 -0.0681 -0.37
C -0.278727 1.607383 5.685493 0.0075 -0.0314 0.1232 0.24
C -0.878269 2.911666 5.767349 0.0187 -0.0332 0.0018 0.72
C -0.817750 3.762615 6.904816 -0.0171 0.0368 0.0217 -0.61
C -1.389309 5.023409 6.919511 0.0029 -0.0146 0.0060 -0.62
C -2.056011 5.537652 5.811335 0.0022 0.0150 0.0059 -0.50
C -2.096599 4.741463 4.666099 0.0083 -0.0234 -0.0018 -0.70
C -1.524794 3.485894 4.637349 -0.0085 0.0110 -0.0366 -0.51
C 0.182366 0.842152 6.819001 0.0214 0.0136 -0.0283 0.43
C -0.307292 0.973984 8.144900 0.0106 -0.0274 0.0155 -0.62
C 0.139678 0.170485 9.180939 -0.0195 0.0319 -0.0037 -0.63
C 1.101456 -0.813888 8.979367 0.0157 -0.0299 0.0107 -0.60
C 1.586521 -0.981770 7.681736 -0.0108 0.0237 -0.0145 -0.50
C 1.143551 -0.191509 6.640867 -0.0038 0.0238 0.0088 -0.44
H -0.269733 3.449204 7.781494 0.0177 -0.0477 -0.0007 0.58
H -1.294994 5.622427 7.821735 -0.0122 0.0145 -0.0094 0.33
H -2.508425 6.522595 5.830632 0.0001 -0.0018 0.0068 0.34
H -2.588975 5.103830 3.768412 -0.0008 0.0122 0.0092 0.39
H -1.567314 2.911355 3.721938 0.0041 -0.0140 0.0004 0.41
H -1.100532 1.677531 8.354003 -0.0135 0.0313 -0.0304 0.50
H -0.293987 0.309520 10.167747 0.0129 -0.0148 0.0046 0.33
H 1.445481 -1.440876 9.793987 -0.0050 0.0061 -0.0002 0.34
H 2.325030 -1.751217 7.475531 -0.0005 -0.0028 0.0077 0.38
H 1.520168 -0.356207 5.638716 -0.0016 0.0015 -0.0092 0.38
```
Positions in Å, forces in eV/Å.

Values from the calculation:
gap between HOMO and LUMO	2.2	eV
total charge	-2
molecular weight	1198.0	g mol⁻¹
electronic energy	-136862.022	eV
ΔE to the lowest compared entry with this formula, charge and spin	2.3	kcal/mol